(1)
This record from the Open Molecules 2025 dataset describes C24H30N4O6 in the gas phase. The level of theory is ωB97M-V with the def2-TZVPD basis set.

Positions of all 64 atoms, in Å:
O1 -0.172 0.336 -2.042
O2 -0.120 3.236 0.637
O3 -2.972 -0.638 -0.547
O4 -0.816 5.254 -1.972
O5 3.265 3.006 0.195
O6 1.133 -2.335 -0.030
N1 -0.125 3.115 -2.130
N2 -0.420 -0.127 0.159
N3 0.987 3.346 -1.333
N4 -1.465 0.765 0.370
C1 4.435 -0.402 0.500
C2 2.379 1.145 1.517
C3 0.403 -4.294 1.023
C4 3.543 -0.949 1.407
C5 -3.264 2.836 -0.804
C6 -1.027 -3.314 -0.649
C7 -1.942 -4.331 -0.424
C8 0.893 3.465 0.002
C9 -2.309 3.657 -3.001
C10 -2.995 2.499 -2.272
C11 0.089 -0.346 -1.066
C12 1.108 -1.477 -1.138
C13 -3.699 1.600 -0.010
C14 1.561 -0.763 2.924
C15 -0.511 -5.308 1.246
C16 0.152 -3.300 0.080
C17 -2.705 0.461 -0.118
C18 2.226 3.843 0.649
C19 -1.692 -5.318 0.508
C20 4.315 0.917 0.110
C21 3.286 1.701 0.625
C22 -1.039 4.113 -2.308
C23 -0.241 -6.380 2.257
C24 2.511 -0.178 1.922
H1 -2.414 -6.104 0.672
H2 2.070 -0.903 3.878
H3 5.234 -1.006 0.097
H4 -1.016 -6.381 3.023
H5 -4.048 3.592 -0.740
H6 -1.263 -2.543 -1.363
H7 -2.368 3.266 -0.354
H8 -4.654 1.229 -0.385
H9 2.502 4.855 0.337
H10 0.723 -6.232 2.737
H11 0.708 -0.110 3.090
H12 1.332 -4.256 1.571
H13 -2.864 -4.335 -0.984
H14 3.644 -1.979 1.712
H15 2.126 3.823 1.739
H16 1.563 1.726 1.917
H17 -2.376 1.602 -2.336
H18 -0.351 2.130 -2.281
H19 -2.057 3.356 -4.019
H20 -1.187 1.733 0.543
H21 5.009 1.364 -0.585
H22 -3.815 1.862 1.043
H23 0.949 -2.023 -2.076
H24 -3.937 2.272 -2.774
H25 1.846 3.612 -1.799
H26 1.213 -1.740 2.593
H27 -2.974 4.521 -3.049
H28 -0.246 -7.359 1.780
H29 2.102 -1.015 -1.171
H30 -0.221 -0.789 0.900

Net charge   0
SMILES   Cc1cccc(OCC(=O)NNC(=O)CCCCC(=O)NNC(=O)COc2cccc(C)c2)c1
ΔE to the lowest compared entry with this formula, charge and spin   0.0 kcal per mole

Atom charges from the Mulliken analysis, given in e for atoms 1 to 2:
1. O -0.848
2. O -0.790

***

(2)
This record from the Open Molecules 2025 dataset describes a molecular structure, C24H30NO5W in a non-equilibrium geometry. The level of theory is ωB97M-V with the def2-TZVPD basis set.

Positions of all 61 atoms, in Å:
W1 -0.254 -0.490 2.984
O1 -0.603 -1.547 1.488
O2 -0.840 -0.161 -5.127
O3 2.680 0.099 -2.694
O4 -0.489 -2.138 -4.152
O5 1.921 -0.564 -4.709
N1 -0.022 2.837 3.562
C1 -2.646 0.076 3.604
C2 -1.020 -2.667 -5.379
C3 1.499 -1.717 3.570
C4 -1.956 0.597 4.739
C5 0.160 -0.966 -1.638
C6 -2.351 -1.331 3.511
C7 2.276 0.206 2.504
C8 1.889 -1.156 2.282
C9 -0.405 -0.802 -4.181
C10 -1.492 -1.036 0.421
C11 3.298 -0.641 -5.096
C12 1.629 -0.652 4.544
C13 2.137 0.497 3.887
C14 0.912 2.690 -0.436
C15 -1.010 -0.358 -0.920
C16 0.288 -0.169 -2.967
C17 -1.402 -1.653 4.552
C18 -0.543 2.536 -0.661
C19 -1.177 -0.442 5.314
C20 1.746 -0.187 -3.433
C21 -1.485 3.285 0.196
C22 -0.993 1.315 -1.377
C23 -0.148 1.718 3.211
C24 -0.249 1.247 -2.743
H1 -2.091 -1.940 0.187
H2 -2.067 1.515 -1.559
H3 1.143 2.770 0.639
H4 3.804 0.317 -4.923
H5 -0.949 1.493 -3.547
H6 -1.790 4.261 -0.216
H7 3.293 -0.889 -6.158
H8 -1.054 -2.656 4.785
H9 -2.046 1.607 5.137
H10 -0.390 -2.353 -6.220
H11 1.495 -0.772 5.613
H12 -1.020 3.464 1.175
H13 -2.405 2.708 0.367
H14 -1.005 -3.749 -5.253
H15 -3.358 0.608 2.976
H16 0.025 -2.029 -1.880
H17 2.419 1.424 4.379
H18 1.340 3.591 -0.909
H19 0.590 1.948 -2.812
H20 1.460 1.816 -0.815
H21 1.091 -0.857 -1.063
H22 -0.616 -0.382 6.248
H23 2.038 -1.728 1.376
H24 -2.831 -2.053 2.859
H25 -2.039 -2.294 -5.532
H26 -1.884 -0.602 -1.550
H27 3.808 -1.424 -4.521
H28 2.667 0.868 1.737
H29 1.267 -2.750 3.764
H30 -2.245 -0.340 0.856

Net charge   -1
2S+1   3
<S²>   2.0222
Energy   -38923.02963 eV

Atom charges from the Mulliken analysis, given in e for atoms 1 to 2:
1. W 1.714
2. O -0.640

***

(3)
This record from the Open Molecules 2025 dataset describes a molecular structure, C24H31BBrN7O2W. The level of theory is ωB97M-V with the def2-TZVPD basis set.

Positions of all 67 atoms, in Å:
W1 -0.236 0.329 0.075
Br1 0.986 -1.688 -3.019
O1 -1.182 1.939 -0.241
O2 -2.252 3.512 -1.435
N1 -0.387 0.648 -2.233
N2 1.737 -0.241 -0.224
N3 0.773 -1.861 1.994
N4 -0.034 -2.692 -0.183
N5 -0.826 -1.604 -0.363
N6 2.174 -1.509 -0.014
N7 0.202 -0.620 1.989
C1 0.542 -1.252 4.108
C2 0.076 -0.239 3.284
C3 -1.360 2.177 -3.833
C4 -4.179 -1.193 -0.041
C5 -0.639 1.989 2.492
C6 2.611 1.983 -0.919
C7 3.899 -0.290 -0.697
C8 -1.584 2.542 -1.403
C9 0.976 -2.245 3.255
C10 -2.001 -2.007 -0.914
C11 2.773 0.518 -0.644
C12 -0.201 0.253 -4.594
C13 3.168 2.359 -2.292
C14 3.478 -1.546 -0.284
C15 -0.699 -3.765 -0.596
C16 -1.943 -3.381 -1.079
C17 -0.443 1.095 3.696
C18 -3.133 -1.055 -1.161
C19 -0.903 1.401 -4.889
C20 -1.086 1.763 -2.562
C21 0.041 -0.090 -3.268
C22 -3.745 -1.252 -2.544
C23 -1.748 0.968 4.492
C24 3.252 2.805 0.207
B1 1.238 -2.531 0.679
H1 1.542 2.201 -0.926
H2 0.169 -0.397 -5.373
H3 -2.736 -0.042 -1.113
H4 -2.999 -1.156 -3.337
H5 -2.096 1.952 4.808
H6 4.037 -2.464 -0.169
H7 4.896 -0.005 -0.991
H8 0.577 -1.246 5.186
H9 2.994 3.416 -2.494
H10 -0.703 3.040 2.775
H11 4.246 2.187 -2.321
H12 2.711 1.770 -3.091
H13 3.024 3.864 0.079
H14 -4.195 -2.244 -2.622
H15 -4.945 -0.423 -0.141
H16 -1.578 1.755 2.000
H17 -3.724 -1.104 0.948
H18 -1.098 1.680 -5.917
H19 1.434 -3.201 3.464
H20 0.313 1.534 4.351
H21 1.785 -3.574 0.872
H22 -1.606 0.358 5.384
H23 -1.927 3.089 -3.972
H24 4.337 2.688 0.187
H25 -0.255 -4.748 -0.521
H26 -4.532 -0.517 -2.717
H27 -2.704 -4.024 -1.493
H28 0.227 1.945 1.801
H29 2.900 2.490 1.192
H30 -4.665 -2.167 -0.099
H31 -2.528 0.504 3.883

Net charge   +2
2S+1   3
<S²>   2.0130
ΔE to the lowest compared entry with this formula, charge and spin   6.9 kcal per mole

Atom charges from the Mulliken analysis, given in e for atoms 1 to 2:
1. W -0.843
2. Br 0.069

***

(4)
This record from the Open Molecules 2025 dataset describes a molecular structure, C24H31Br2CsN6O6 in a non-equilibrium geometry. The level of theory is ωB97M-V with the def2-TZVPD basis set.

Positions of all 70 atoms, in Å:
Cs1 -0.861 -0.772 0.684
Br1 -1.846 -2.790 -3.986
Br2 1.906 -6.866 -2.927
O1 -3.241 0.925 6.299
O2 -0.648 -1.598 -1.520
O3 -1.379 1.222 1.934
O4 -0.725 -1.371 3.043
O5 -2.414 2.842 4.212
O6 -2.764 -1.788 5.198
N1 1.425 3.184 0.246
N2 1.213 -2.635 0.204
N3 -1.434 2.409 -2.765
N4 2.757 0.911 -1.501
N5 -3.744 -0.176 0.463
N6 2.214 0.763 1.318
C1 3.539 0.422 0.861
C2 -4.715 0.682 -0.185
C3 2.088 -3.139 1.039
C4 -2.678 1.873 -3.298
C5 0.893 -3.307 -0.904
C6 1.505 -4.556 -1.226
C7 1.096 -5.205 -2.398
C8 -1.687 0.823 3.100
C9 -3.330 0.891 -2.327
C10 -2.702 0.646 5.221
C11 3.513 0.033 -0.637
C12 2.297 3.186 1.408
C13 -2.285 1.606 4.172
C14 3.142 2.313 -1.497
C15 -4.035 1.618 -1.183
C16 0.108 -4.692 -3.207
C17 2.030 3.298 -1.056
C18 2.465 -5.053 -0.322
C19 -1.490 -0.526 3.575
C20 -0.122 -2.706 -1.759
C21 -0.475 -3.492 -2.878
C22 2.752 -4.351 0.820
C23 2.123 1.890 2.217
C24 -2.356 -0.711 4.737
H1 -1.519 2.559 -1.767
H2 -5.291 1.309 0.526
H3 3.400 2.596 -2.531
H4 -3.025 0.399 0.904
H5 3.344 3.307 1.105
H6 2.266 -2.563 1.935
H7 2.451 4.311 -1.138
H8 -3.316 2.224 -0.628
H9 -2.426 1.347 -4.224
H10 3.472 -4.721 1.538
H11 0.817 2.370 0.301
H12 -4.058 0.281 -2.871
H13 1.124 1.894 2.654
H14 4.050 2.453 -0.900
H15 -4.185 -0.693 1.219
H16 1.768 0.816 -1.292
H17 1.220 3.194 -1.783
H18 4.548 -0.004 -1.008
H19 2.052 4.048 2.043
H20 2.866 1.867 3.039
H21 1.699 -0.041 1.657
H22 2.955 -5.994 -0.537
H23 -0.213 -5.224 -4.091
H24 -2.556 0.232 -1.937
H25 4.183 1.301 0.985
H26 -4.793 2.291 -1.604
H27 4.006 -0.405 1.428
H28 -5.435 0.042 -0.715
H29 3.080 -0.965 -0.737
H30 -1.209 3.300 -3.195
H31 -3.411 2.666 -3.548

Net charge   -2
ΔE to the lowest compared entry with this formula, charge and spin   72.3 kcal per mole

Atom charges from the Mulliken analysis, given in e for atoms 1 to 2:
1. Cs 1.394
2. Br -0.235

***

(5)
This record from the Open Molecules 2025 dataset describes a molecular structure, C24H31InN3P2 in a non-equilibrium geometry. The level of theory is ωB97M-V with the def2-TZVPD basis set.

Positions of all 61 atoms, in Å:
In1 0.923 -0.439 0.891
P1 1.082 1.175 -1.205
P2 -1.594 0.643 0.932
N1 1.899 0.477 2.630
N2 -2.373 -0.516 -2.898
N3 4.395 1.322 5.770
C1 -1.544 -3.172 -2.750
C2 0.377 -2.600 -4.236
C3 2.501 0.142 4.905
C4 2.966 1.275 2.433
C5 -2.879 -1.309 -1.908
C6 -1.580 2.453 1.226
C7 -2.573 -2.728 -1.893
C8 1.254 2.919 -0.690
C9 -4.316 -1.650 0.018
C10 0.898 -0.269 -4.541
C11 -0.770 -2.248 -3.482
C12 1.101 -1.615 -4.896
C13 0.094 1.363 -2.787
C14 -3.470 -0.797 -0.691
C15 3.563 1.032 4.722
C16 1.700 -0.141 3.816
C17 -3.283 -3.574 -1.001
C18 2.755 0.863 -1.844
C19 -0.069 0.091 -3.600
C20 -1.147 -0.850 -3.391
C21 -4.257 -3.043 -0.163
C22 3.795 1.622 3.476
C23 -2.319 0.122 2.525
C24 -3.134 0.575 -0.143
H1 3.165 1.607 1.423
H2 0.600 -2.491 0.069
H3 -2.987 1.267 -0.977
H4 -3.174 0.767 2.745
H5 0.271 3.396 -0.567
H6 2.320 -0.302 5.877
H7 2.971 1.646 -2.584
H8 0.917 -0.885 3.868
H9 1.476 0.515 -5.040
H10 3.486 0.920 -1.024
H11 1.137 -2.415 0.771
H12 -1.677 2.999 0.279
H13 -5.068 -1.223 0.688
H14 -1.091 -4.149 -2.526
H15 -4.937 -3.689 0.403
H16 0.651 2.114 -3.368
H17 -0.650 2.752 1.727
H18 5.165 1.941 5.648
H19 4.248 0.869 6.661
H20 -2.645 -0.924 2.469
H21 1.862 -1.867 -5.647
H22 -1.572 0.224 3.327
H23 4.597 2.334 3.346
H24 2.801 -0.127 -2.312
H25 1.815 2.994 0.252
H26 1.817 3.420 -1.487
H27 -2.971 -4.610 -0.873
H28 0.765 -3.617 -4.196
H29 -3.964 0.946 0.475
H30 -2.432 2.700 1.874
H31 -0.888 1.765 -2.529

Net charge   +1
Energy   -53603.14787 eV

Atom charges from the Mulliken analysis, given in e for atoms 1 to 2:
1. In 0.316
2. P 0.515

***

(6)
This record from the Open Molecules 2025 dataset describes C24H31N3O3 in the gas phase in a non-equilibrium geometry. The level of theory is ωB97M-V with the def2-TZVPD basis set.

Positions of all 61 atoms, in Å:
O1 -1.750 0.026 -0.769
O2 -0.024 4.191 -0.166
O3 -5.089 -2.366 -0.249
N1 1.803 3.590 0.622
N2 0.380 1.313 1.383
N3 -3.578 0.805 -0.330
C1 0.488 3.405 0.419
C2 1.836 0.449 -2.866
C3 1.010 -2.775 -0.058
C4 4.014 0.693 -1.843
C5 -2.307 0.908 -0.230
C6 -6.494 -2.234 -0.676
C7 -4.281 -0.152 -0.791
C8 1.484 1.667 2.216
C9 -0.074 2.225 0.403
C10 1.497 -0.097 -1.715
C11 -4.323 1.982 0.563
C12 3.618 0.119 -0.823
C13 0.616 -0.087 1.296
C14 2.914 -2.987 1.195
C15 -1.572 2.142 0.323
C16 2.967 -4.234 1.238
C17 1.966 -2.424 0.664
C18 2.006 -5.068 0.669
C19 2.389 -0.192 -0.388
C20 -4.548 -1.085 0.267
C21 0.901 -4.355 0.053
C22 2.061 -0.703 0.697
C23 3.349 0.630 -2.982
C24 2.539 2.695 1.551
H1 4.373 -0.056 -0.008
H2 3.760 1.006 -4.115
H3 3.712 -5.016 1.783
H4 0.614 -0.578 -1.585
H5 3.213 3.143 2.286
H6 -1.889 3.096 -0.112
H7 -3.819 -1.545 0.744
H8 1.806 1.192 3.124
H9 2.782 -0.340 1.319
H10 -6.508 -1.713 -1.768
H11 0.219 -2.398 -0.718
H12 -6.852 -3.149 -0.960
H13 2.172 4.474 0.724
H14 -4.156 1.678 1.782
H15 -5.219 1.899 0.270
H16 0.123 1.633 -0.529
H17 -1.821 2.088 1.482
H18 0.250 -4.642 -0.562
H19 -5.487 -0.735 1.081
H20 1.336 0.270 -3.741
H21 -5.116 0.203 -1.138
H22 -7.075 -1.793 0.268
H23 5.082 0.971 -2.283
H24 0.379 -0.662 2.369
H25 -3.648 -0.491 -1.301
H26 0.903 2.575 2.881
H27 3.750 -2.398 1.885
H28 1.944 -6.175 0.575
H29 3.153 2.030 0.778
H30 -0.179 -0.314 0.317
H31 -4.013 2.997 0.332

Net charge   0
SMILES   COCCN(C)C(=O)C[C@H]1C(=O)NCCN1CC(c1ccccc1)c1ccccc1
ΔE to the lowest compared entry with this formula, charge and spin   579.8 kcal per mole

Atom charges from the Mulliken analysis, given in e for atoms 1 to 2:
1. O -0.688
2. O -0.551

***

(7)
This record from the Open Molecules 2025 dataset describes C24H31N3O5S in the gas phase in a non-equilibrium geometry. The level of theory is ωB97M-V with the def2-TZVPD basis set.

Positions of all 64 atoms, in Å:
S1 -3.312 0.406 1.155
O1 5.062 3.399 -0.297
O2 -4.107 -0.223 2.168
O3 5.188 -1.461 -0.430
O4 1.834 1.057 -0.110
O5 -2.913 1.772 1.344
N1 4.396 0.616 -0.867
N2 1.505 -3.001 0.352
N3 -4.065 0.166 -0.310
C1 -0.631 -0.019 0.599
C2 0.744 -5.090 -0.678
C3 -4.330 1.944 -2.077
C4 -3.465 0.859 -1.428
C5 -5.024 2.849 -1.057
C6 5.676 1.222 -1.114
C7 5.977 2.331 -0.091
C8 2.675 -2.418 0.030
C9 -5.491 -0.077 -0.276
C10 -1.840 -0.586 0.906
C11 0.496 -0.820 0.390
C12 -1.964 -1.966 1.009
C13 4.263 -0.661 -0.486
C14 5.812 1.864 1.366
C15 -0.869 -2.777 0.823
C16 4.482 2.488 1.789
C17 4.450 3.749 0.928
C18 -6.296 1.092 0.296
C19 2.866 -1.084 -0.150
C20 -6.386 2.305 -0.626
C21 1.762 -0.163 0.024
C22 1.444 -4.446 0.486
C23 -0.097 -6.101 -0.571
C24 0.384 -2.219 0.518
H1 6.626 2.252 1.980
H2 0.998 -4.676 -1.644
H3 3.590 1.233 -0.797
H4 -0.987 -3.844 0.901
H5 5.017 4.561 1.408
H6 -3.180 0.117 -2.188
H7 5.811 0.778 1.437
H8 -6.930 3.092 -0.100
H9 -0.524 1.053 0.528
H10 -2.929 -2.378 1.255
H11 6.434 0.438 -1.055
H12 -5.825 1.380 1.238
H13 3.534 -3.066 -0.091
H14 -5.820 -0.331 -1.287
H15 3.440 4.100 0.709
H16 -0.355 -6.529 0.384
H17 3.645 1.841 1.527
H18 2.474 -4.814 0.525
H19 4.437 2.713 2.852
H20 0.959 -4.712 1.430
H21 -5.080 1.483 -2.724
H22 -2.553 1.314 -1.040
H23 6.997 2.696 -0.280
H24 -4.382 2.971 -0.183
H25 -3.671 2.537 -2.714
H26 -5.174 3.833 -1.506
H27 -0.553 -6.553 -1.434
H28 -7.306 0.739 0.519
H29 5.683 1.667 -2.114
H30 -6.965 2.044 -1.517
H31 -5.635 -0.947 0.370

Net charge   0
SMILES   C=CCn1cc(C(=O)NC[C@@H]2CCCO2)c(=O)c2cc(S(=O)(=O)N3CCCCCC3)ccc21
ΔE to the lowest compared entry with this formula, charge and spin   37.2 kcal per mole

Atom charges from the Mulliken analysis, given in e for atoms 1 to 2:
1. S 1.403
2. O -0.501